# 1
3 unconnected molecules or ions with the total composition C3H13NO2 in a non-equilibrium geometry. Source: the OMol25 dataset; level of theory: wB97M-V/def2-TZVPD.

Last columns: bonded neighbours and bond lengths (Å).
Element x y z (Å)
1 C 0.191 0.898 1.193  N2 1.492, H5 1.073, H6 1.099, H7 1.109
2 N 1.584 0.367 1.256  C1 1.492, C3 1.455, C4 1.507
3 C 2.751 0.297 0.389  N2 1.455, H8 1.122, H9 1.079, H10 1.119
4 C 1.848 -0.421 2.512  N2 1.507, H11 1.120, H12 1.091, H13 1.089
5 H -0.282 0.331 1.971  C1 1.073
6 H -0.198 0.721 0.180  C1 1.099
7 H 0.297 1.997 1.290  C1 1.109
8 H 3.032 1.322 0.029  C3 1.122
9 H 3.564 -0.278 0.804  C3 1.079
10 H 2.634 -0.131 -0.638  C3 1.119
11 H 1.745 0.379 3.290  C4 1.120
12 H 2.893 -0.731 2.577  C4 1.091
13 H 1.110 -1.183 2.757  C4 1.089
14 O -5.025 1.866 -3.520  H15 0.955, H16 0.963
15 H -4.337 2.482 -3.277  O14 0.955
16 H -5.776 1.970 -2.926  O14 0.963
17 O -0.302 -2.808 -1.015  H18 0.971, H19 0.973
18 H -0.232 -3.771 -1.118  O17 0.971
19 H -0.874 -2.621 -1.779  O17 0.973

- charge = 0
- SMILES = CN(C)C.O.O
- LUMO energy (eV) = 0.7020
- HOMO (eV) = -7.2
- gap between HOMO and LUMO (eV) = 7.91

Charges per atom according to natural (NBO) partitioning, unit e:
1. C -0.395
2. N -0.480
3. C -0.397
4. C -0.410
5. H 0.209
6. H 0.193
7. H 0.184
8. H 0.171
9. H 0.203
10. H 0.168
11. H 0.173
12. H 0.198
13. H 0.181
14. O -0.945
15. H 0.472
16. H 0.473
17. O -0.927
18. H 0.463
19. H 0.464

---

# 2
A single C7H8O3S molecule in a non-equilibrium geometry. Source: the OMol25 dataset; level of theory: wB97M-V/def2-TZVPD.

Last columns: bonded neighbours and bond lengths (Å).
Element x y z (Å)
1 C -2.919 0.951 -0.476  C2 1.556, H12 1.080, H13 1.141, H14 1.163
2 C -1.425 1.319 -0.243  C1 1.556, O3 1.188, C4 1.428
3 O -1.059 2.421 0.006  C2 1.188
4 C -0.393 0.338 -0.341  C2 1.428, C5 1.380, C10 1.336
5 C -0.479 -0.964 -0.789  C4 1.380, O6 1.276, S7 1.693
6 O -1.426 -1.544 -1.417  C5 1.276, H15 1.079
7 S 0.986 -1.804 -0.675  C5 1.693, C8 1.868
8 C 1.966 -0.355 -0.021  S7 1.868, C9 1.614, C10 1.620, H16 1.102
9 C 2.687 -0.694 1.383  C8 1.614, H17 1.136, H18 1.287, H19 1.221
10 C 0.745 0.668 0.276  C4 1.336, C8 1.620, O11 1.226
11 O 1.149 1.607 0.953  C10 1.226
12 H -3.041 -0.030 -0.041  C1 1.080
13 H -3.118 0.878 -1.597  C1 1.141
14 H -3.660 1.714 -0.006  C1 1.163
15 H -1.189 -2.569 -1.178  O6 1.079
16 H 2.611 -0.019 -0.850  C8 1.102
17 H 3.252 0.291 1.433  C9 1.136
18 H 1.830 -0.599 2.338  C9 1.287
19 H 3.484 -1.609 1.247  C9 1.221

- charge = 0
- SMILES = CC(=O)C1=C(O)S[C@H](C)C1=O
- LUMO energy (eV) = -0.1804
- HOMO (eV) = -8.7
- gap between HOMO and LUMO (eV) = 8.56

Charges per atom according to natural (NBO) partitioning, unit e:
1. C -0.712
2. C 0.568
3. O -0.502
4. C -0.459
5. C 0.310
6. O -0.603
7. S 0.225
8. C -0.371
9. C -0.655
10. C 0.559
11. O -0.533
12. H 0.213
13. H 0.236
14. H 0.243
15. H 0.503
16. H 0.246
17. H 0.245
18. H 0.251
19. H 0.235

---

# 3
3 unconnected molecules or ions with the total composition C32H65FN2O12P3 in a non-equilibrium geometry. Source: the OMol25 dataset; level of theory: wB97M-V/def2-TZVPD.

Last columns: bonded neighbours and bond lengths (Å).
Element x y z (Å)
1 C 1.209 6.285 1.567  C2 1.516, H39 1.083, H40 1.084, H41 1.084
2 C 0.505 5.280 0.676  C1 1.516, O3 1.443, H42 1.083, H43 1.083
3 O -0.484 4.579 1.459  C2 1.443, P4 1.584
4 P -1.477 3.614 0.691  O3 1.584, O5 1.475, C6 1.805, O36 1.581
5 O -0.961 3.185 -0.622  P4 1.475
6 C -1.677 2.214 1.812  P4 1.805, C7 1.538, H44 1.084, H45 1.088
7 C -0.785 1.046 1.357  C6 1.538, C8 1.534, H46 1.082, H47 1.084
8 C -1.541 -0.203 0.886  C7 1.534, F9 1.383, C10 1.533, C34 1.545
9 F -2.905 0.012 0.808  C8 1.383
10 C -1.271 -1.530 1.606  C8 1.533, C11 1.523, C15 1.540, H48 1.088
11 C -0.250 -1.545 2.735  C10 1.523, C12 1.543, H49 1.086, H50 1.090
12 C -0.875 -1.194 4.101  C11 1.543, C13 1.534, O14 1.419, H51 1.085
13 C 0.113 -0.427 4.988  C12 1.534, H52 1.085, H53 1.086, H54 1.083
14 O -2.098 -0.487 3.964  C12 1.419, H55 0.961
15 C -0.916 -2.537 0.496  C10 1.540, C16 1.514, N28 1.489, H56 1.095
16 C -1.125 -4.015 0.749  C15 1.514, O17 1.398, H57 1.087, H58 1.083
17 O -1.126 -4.784 -0.418  C16 1.398, C18 1.402
18 C 0.084 -4.788 -1.126  O17 1.402, C19 1.406, C24 1.393
19 C 1.310 -4.736 -0.439  C18 1.406, C20 1.396, H59 1.078
20 C 2.544 -4.737 -1.091  C19 1.396, C21 1.505, C22 1.396
21 C 3.842 -4.702 -0.330  C20 1.505, H60 1.086, H61 1.083, H62 1.083
22 C 2.537 -4.778 -2.486  C20 1.396, C23 1.392, H63 1.077
23 C 1.323 -4.865 -3.161  C22 1.392, C24 1.411, H64 1.079
24 C 0.069 -4.896 -2.515  C18 1.393, C23 1.411, C25 1.516
25 C -1.134 -5.076 -3.420  C24 1.516, C26 1.550, C27 1.531, H65 1.085
26 C -1.508 -3.765 -4.158  C25 1.550, H66 1.086, H67 1.088, H68 1.083
27 C -2.336 -5.796 -2.803  C25 1.531, H69 1.086, H70 1.083, H71 1.082
28 N -1.450 -1.959 -0.768  C15 1.489, P29 1.847, C34 1.504, H72 1.023
29 P -3.149 -2.336 -1.387  N28 1.847, P30 2.165, H73 1.403
30 P -4.550 -2.988 0.129  P29 2.165, O31 1.457, O32 1.598, O33 1.597
31 O -5.798 -2.730 -0.579  P30 1.457
32 O -4.445 -2.204 1.518  P30 1.598, H74 0.964
33 O -4.313 -4.543 0.407  P30 1.597, H75 0.964
34 C -1.113 -0.507 -0.566  C8 1.545, N28 1.504, N35 1.438, H76 1.095
35 N -1.603 0.373 -1.593  C34 1.438, H77 1.013, H78 1.014
36 O -2.806 4.467 0.611  P4 1.581, C37 1.442
37 C -4.071 3.803 0.410  O36 1.442, C38 1.520, H79 1.086, H80 1.083
38 C -4.162 3.040 -0.902  C37 1.520, H81 1.085, H82 1.083, H83 1.085
39 H 0.508 6.772 2.233  C1 1.083
40 H 1.983 5.800 2.150  C1 1.084
41 H 1.677 7.024 0.926  C1 1.084
42 H 0.043 5.802 -0.154  C2 1.083
43 H 1.231 4.575 0.291  C2 1.083
44 H -2.723 1.952 1.925  C6 1.084
45 H -1.356 2.562 2.792  C6 1.088
46 H -0.075 0.821 2.141  C7 1.082
47 H -0.204 1.416 0.521  C7 1.084
48 H -2.187 -1.917 2.048  C10 1.088
49 H 0.630 -0.945 2.523  C11 1.086
50 H 0.112 -2.569 2.817  C11 1.090
51 H -1.127 -2.130 4.590  C12 1.085
52 H 0.866 0.069 4.384  C13 1.085
53 H -0.440 0.316 5.556  C13 1.086
54 H 0.581 -1.072 5.722  C13 1.083
55 H -1.916 0.449 3.843  O14 0.961
56 H 0.168 -2.439 0.386  C15 1.095
57 H -2.059 -4.184 1.279  C16 1.087
58 H -0.354 -4.314 1.449  C16 1.083
59 H 1.325 -4.715 0.639  C19 1.078
60 H 3.793 -5.404 0.496  C21 1.086
61 H 4.629 -5.067 -0.978  C21 1.083
62 H 4.084 -3.709 0.029  C21 1.083
63 H 3.457 -4.763 -3.045  C22 1.077
64 H 1.340 -4.927 -4.238  C23 1.079
65 H -0.782 -5.735 -4.207  C25 1.085
66 H -2.590 -3.669 -4.159  C26 1.086
67 H -1.083 -2.882 -3.687  C26 1.088
68 H -1.210 -3.798 -5.199  C26 1.083
69 H -1.989 -6.469 -2.024  C27 1.086
70 H -2.827 -6.411 -3.548  C27 1.083
71 H -3.041 -5.128 -2.326  C27 1.082
72 H -0.840 -2.287 -1.521  N28 1.023
73 H -3.613 -1.023 -1.557  P29 1.403
74 H -4.336 -2.750 2.305  O32 0.964
75 H -4.243 -4.726 1.352  O33 0.964
76 H -0.018 -0.495 -0.588  C34 1.095
77 H -0.939 1.116 -1.777  N35 1.013
78 H -1.742 -0.106 -2.475  N35 1.014
79 H -4.330 3.189 1.267  C37 1.086
80 H -4.804 4.600 0.388  C37 1.083
81 H -3.805 2.019 -0.811  C38 1.085
82 H -5.183 3.067 -1.260  C38 1.083
83 H -3.516 3.525 -1.625  C38 1.085
84 C 1.951 2.187 -4.217  O85 1.416, H90 1.089, H91 1.092, H92 1.097
85 O 0.538 2.103 -4.264  C84 1.416, C86 1.427
86 C -0.114 3.173 -3.582  O85 1.427, C87 1.511, H93 1.093, H94 1.092
87 C -0.591 4.249 -4.528  C86 1.511, O88 1.417, H95 1.094, H96 1.095
88 O 0.488 4.910 -5.166  C87 1.417, C89 1.417
89 C 0.726 4.465 -6.490  O88 1.417, H97 1.095, H98 1.092, H99 1.088
90 H 2.349 1.487 -4.950  C84 1.089
91 H 2.303 3.191 -4.460  C84 1.092
92 H 2.323 1.907 -3.224  C84 1.097
93 H 0.546 3.600 -2.822  C86 1.093
94 H -0.979 2.749 -3.068  C86 1.092
95 H -1.137 5.002 -3.950  C87 1.094
96 H -1.279 3.829 -5.269  C87 1.095
97 H -0.034 4.862 -7.172  C89 1.095
98 H 0.734 3.375 -6.556  C89 1.092
99 H 1.699 4.845 -6.794  C89 1.088
100 C 3.243 1.843 5.470  O101 1.420, H106 1.089, H107 1.091, H108 1.095
101 O 3.204 1.236 4.187  C100 1.420, C102 1.421
102 C 3.609 2.109 3.142  O101 1.421, C103 1.513, H109 1.094, H110 1.097
103 C 5.038 1.861 2.713  C102 1.513, O104 1.414, H111 1.095, H112 1.095
104 O 5.957 2.168 3.743  C103 1.414, C105 1.418
105 C 6.430 1.032 4.446  O104 1.418, H113 1.095, H114 1.092, H115 1.088
106 H 3.163 1.050 6.212  C100 1.089
107 H 4.176 2.384 5.630  C100 1.091
108 H 2.400 2.531 5.597  C100 1.095
109 H 3.482 3.153 3.444  C102 1.094
110 H 2.948 1.922 2.286  C102 1.097
111 H 5.267 2.516 1.866  C103 1.095
112 H 5.161 0.825 2.381  C103 1.095
113 H 7.159 0.482 3.842  C105 1.095
114 H 5.615 0.361 4.728  C105 1.092
115 H 6.922 1.387 5.349  C105 1.088

- charge = +1
- LUMO energy (eV) = -2.6208
- HOMO (eV) = -10.9
- gap between HOMO and LUMO (eV) = 8.31

Here are the Mulliken charges for atoms 1 to 99, given in e:
1. C -1.301
2. C 0.010
3. O -0.406
4. P 0.196
5. O 0.021
6. C -1.097
7. C -2.131
8. C 3.597
9. F -0.576
10. C 0.861
11. C -1.896
12. C 0.415
13. C -1.591
14. O -0.626
15. C -0.229
16. C -1.634
17. O -0.345
18. C 1.531
19. C -0.897
20. C 0.555
21. C -1.403
22. C -1.121
23. C -0.778
24. C 0.054
25. C 0.499
26. C -1.349
27. C -1.595
28. N 0.688
29. P -0.073
30. P 0.880
31. O -0.648
32. O -0.491
33. O -0.502
34. C -2.658
35. N -0.046
36. O -0.528
37. C -0.438
38. C -0.498
39. H 0.360
40. H 0.216
41. H 0.403
42. H 0.308
43. H 0.188
44. H 0.698
45. H 0.544
46. H 0.049
47. H 1.140
48. H 0.037
49. H 0.404
50. H 0.691
51. H 0.637
52. H 0.276
53. H 0.349
54. H 0.452
55. H 0.277
56. H 0.347
57. H 0.406
58. H 0.273
59. H 0.349
60. H 0.384
61. H 0.408
62. H 0.280
63. H 0.402
64. H 0.440
65. H 0.814
66. H 0.432
67. H 0.216
68. H 0.335
69. H 0.323
70. H 0.451
71. H 0.238
72. H 0.233
73. H 0.135
74. H 0.364
75. H 0.365
76. H 0.662
77. H -0.157
78. H 0.453
79. H 0.273
80. H 0.409
81. H -0.056
82. H 0.465
83. H 0.147
84. C -0.751
85. O -0.453
86. C 0.533
87. C -0.821
88. O -0.399
89. C -0.681
90. H 0.272
91. H 0.357
92. H 0.276
93. H 0.304
94. H -0.124
95. H 0.362
96. H 0.403
97. H 0.324
98. H 0.277
99. H 0.249

---

# 4
A gas-phase ion, C7H15N2Si (charge +1) in a non-equilibrium geometry. Source: the OMol25 dataset; level of theory: wB97M-V/def2-TZVPD.

Last columns: bonded neighbours and bond lengths (Å).
Element x y z (Å)
1 C -1.889 -0.069 0.210  C2 1.306, N8 1.364, H11 1.125
2 C -0.683 -0.510 -0.025  C1 1.306, Si10 1.824
3 C -1.400 2.209 -0.145  C4 1.466, N8 1.343, N9 1.268
4 C -1.785 3.617 -0.008  C3 1.466, H12 1.061, H13 1.081, H14 1.074
5 C 2.105 -0.527 1.384  Si10 1.996, H15 1.087, H16 1.179, H17 1.022
6 C 1.835 -1.644 -1.677  Si10 1.908, H18 1.113, H19 1.060, H20 1.135
7 C 0.266 -3.122 0.294  Si10 1.930, H21 1.145, H22 1.080, H23 1.082
8 N -2.266 1.241 0.198  C1 1.364, C3 1.343, H24 1.009
9 N -0.218 1.869 -0.451  C3 1.268, H25 0.963
10 Si 0.941 -1.341 -0.019  C2 1.824, C5 1.996, C6 1.908, C7 1.930
11 H -2.726 -0.761 0.502  C1 1.125
12 H -2.654 3.766 0.582  C4 1.061
13 H -0.960 4.111 0.486  C4 1.081
14 H -1.780 4.005 -1.010  C4 1.074
15 H 1.526 -0.046 2.168  C5 1.087
16 H 2.685 -1.407 1.912  C5 1.179
17 H 2.715 0.220 1.045  C5 1.022
18 H 2.244 -2.670 -1.820  C6 1.113
19 H 1.386 -1.300 -2.573  C6 1.060
20 H 2.793 -1.041 -1.600  C6 1.135
21 H 0.917 -3.875 -0.272  C7 1.145
22 H 0.233 -3.176 1.372  C7 1.080
23 H -0.736 -3.248 -0.094  C7 1.082
24 H -3.231 1.536 0.175  N8 1.009
25 H 0.681 2.163 -0.635  N9 0.963

- charge = +1
- multiplicity = 3
- LUMO energy (spin up / spin down) (eV) = -3.4600 / -7.4034
- HOMO (spin up / spin down) (eV) = -11.9 / -13.2
- gap between HOMO and LUMO (spin up / spin down) (eV) = 8.44 / 5.82
- expectation value of S² = 2.0257

Charges per atom according to natural (NBO) partitioning, unit e:
1. C -0.021
2. C -0.093
3. C 0.436
4. C -0.687
5. C -1.016
6. C -1.082
7. C -1.064
8. N -0.418
9. N -0.602
10. Si 1.467
11. H 0.231
12. H 0.231
13. H 0.263
14. H 0.264
15. H 0.240
16. H 0.267
17. H 0.234
18. H 0.266
19. H 0.253
20. H 0.246
21. H 0.254
22. H 0.235
23. H 0.235
24. H 0.440
25. H 0.419

---

Computed values of energy above the lowest of the compared OMol25 structures with the same formula, charge and spin (unit: eV) for the preceding records, in sequence: 2.614 2.916 0.000 0.098.
Computed values of E (unit: Eh) for the preceding records, in sequence: -327.24580 -895.33319 -3394.44498 -674.30990.